Entry 1:
18
Properties=species:S:1:pos:R:3:forces:R:3 method="wB97M-V/def2-TZVPD" homo_energy_ha=-0.2357 e_lumo_ev=0.9 de_lowest_kcal_mol=136.3 orbital_gap_ha=0.2688 total_charge=0 spin_multiplicity=1
C -0.905027 0.364427 1.713663 -0.06 0.01 0.04
H -1.870237 -1.622674 0.077936 0.10 0.01 -0.02
H 0.743607 1.475787 -1.956918 -0.03 0.01 0.03
C -0.840052 -1.320075 -0.136376 -0.05 -0.03 -0.03
O 0.708573 0.645042 -0.081654 -0.01 0.07 -0.01
H -0.204231 -0.230863 2.330977 -0.05 0.04 -0.05
H -0.671225 2.165416 -1.094025 0.10 -0.18 0.04
H 2.657126 0.382422 -0.651923 -0.14 -0.07 0.06
C -0.722528 0.130730 0.239498 -0.14 -0.26 0.30
H -0.674718 -1.514650 -1.206683 -0.02 0.07 0.18
C 1.852866 -0.209902 -0.206472 0.14 -0.13 -0.07
H 1.641290 -1.078051 -0.837223 0.02 0.11 0.05
H -1.921500 0.070352 1.998934 0.12 0.04 -0.01
H -0.184184 -2.004329 0.435951 -0.05 0.10 -0.05
H 2.166075 -0.550787 0.785793 -0.11 0.12 -0.16
H -0.775531 1.418969 1.984182 -0.04 -0.17 -0.07
H -0.825074 0.632571 -2.011050 0.12 -0.02 0.22
C -0.175236 1.245612 -1.384604 0.11 0.30 -0.48

---

Entry 2:
49
Properties=species:S:1:pos:R:3:forces:R:3 method="wB97M-V/def2-TZVPD" homo_energy_ha=-0.3085 smiles="COc1ccc(NC(=O)[C@]2(C)Cc3c(-c4cccc(C(F)(F)F)c4)ccnc3O2)cn1" e_lumo_ev=0.2 de_lowest_kcal_mol=0.0 orbital_gap_ha=0.3156 total_charge=0 spin_multiplicity=1
H -0.790557 -3.004534 -3.165357 -0.02 0.02 0.07
H -1.005939 1.848773 -6.278313 -0.36 0.41 -0.56
C 1.367901 -2.078363 -0.205269 -0.76 -0.61 -0.44
N -1.519559 1.925169 4.952348 -0.98 -1.27 0.73
H -0.388690 -4.591679 -1.299607 0.34 0.32 -0.02
H 3.798513 1.383975 0.908232 -0.42 -0.83 0.15
C 0.096965 -3.608867 -1.290324 -0.28 0.50 -0.26
H -3.399516 3.309444 6.025473 -0.09 0.24 -0.57
C -3.363869 2.557914 6.789837 -0.39 0.53 1.21
H -4.218363 2.691104 7.475204 0.17 -0.41 -0.53
F -0.611302 0.264665 -8.117118 0.73 -0.13 0.58
O -3.366898 1.239996 6.279748 0.81 0.03 -0.35
C -0.163787 -2.704585 -2.335608 0.59 -0.23 0.80
C 0.133910 -0.428168 -7.211090 0.55 0.77 -0.27
C -2.132411 -0.387467 5.099401 -0.43 0.11 0.43
N 0.840484 -3.333141 -0.203310 0.94 2.10 -0.09
C -0.543462 0.761571 -3.125939 -0.30 0.37 -0.03
H -0.750891 1.093127 -2.111590 0.12 -0.22 -0.01
H -2.853519 -1.113387 5.435840 0.01 -0.16 0.25
C 3.627033 0.289954 1.070846 -0.34 0.88 -0.54
H 0.979440 -1.121774 2.775732 0.13 -0.40 -0.10
C -0.110450 -0.008378 -5.797912 -0.16 0.58 1.60
H -2.479192 2.754447 7.390550 0.30 -0.13 -0.05
C -0.287448 0.243714 3.658544 -1.46 0.23 1.62
H 1.289973 1.060465 -0.940043 -0.13 0.27 0.18
F 1.465277 -0.296284 -7.552737 -1.20 0.03 0.09
C -2.309699 0.953858 5.471213 0.95 0.48 -1.33
H 3.804890 0.076602 2.113385 0.25 -0.17 0.31
H -1.404856 2.581870 -3.978413 0.05 -0.38 0.09
O 2.151892 -1.580790 0.817648 -0.86 -0.40 0.08
O 0.901914 1.742090 1.471823 0.30 0.02 0.29
H 0.775905 -1.771564 -4.840493 0.15 -0.23 -0.62
C -0.959659 1.604572 -4.164894 0.62 -0.81 -0.23
C -0.745811 1.194858 -5.482296 0.43 -0.12 0.20
H -0.042441 2.397639 3.599070 0.11 -0.08 0.20
C 2.185095 -0.128322 0.696065 1.33 0.30 0.41
C 1.177222 -1.096296 -1.192052 -0.40 -0.37 0.01
C -1.117766 -0.760319 4.261923 0.97 0.56 -1.38
H -1.006723 -1.815363 3.949036 -0.06 0.67 0.28
C 1.221672 0.594776 1.701573 -1.10 -0.86 -0.54
C 1.880262 0.170624 -0.790075 0.53 -0.44 -0.14
N 0.694778 -0.163922 2.733608 0.65 0.94 -0.70
H 4.339829 -0.235569 0.431506 -0.12 -0.13 0.18
F -0.182806 -1.695582 -7.358034 -0.03 -1.13 -0.36
C 0.068740 -0.479318 -3.373910 -0.56 1.69 -1.60
C 0.294144 -0.816317 -4.728407 -0.17 -0.23 0.82
C -0.562791 1.576500 4.078301 0.26 -0.98 -0.78
H 2.840046 0.305990 -1.354693 -0.74 -0.15 0.44
C 0.382522 -1.403709 -2.289423 0.10 -1.19 0.47

---

Entry 3:
40
Properties=species:S:1:pos:R:3:forces:R:3 method="wB97M-V/def2-TZVPD" homo_energy_ha=-0.2832 smiles="S=C(CNC1CCCCC1)N1CCCCC1" e_lumo_ev=0.8 de_lowest_kcal_mol=60.4 orbital_gap_ha=0.3141 total_charge=0 spin_multiplicity=1
H 0.556586 3.005142 -4.163014 1.56 0.54 -0.51
C 1.483312 -1.273856 2.159214 -2.14 -2.09 1.05
H 1.943199 -1.616445 3.131884 -0.35 0.28 -0.93
S -1.830718 1.036854 2.290846 1.02 -0.03 -0.09
C -0.229451 0.500194 1.992160 -3.13 -1.43 0.91
H -1.385068 2.864861 -0.355643 0.22 -1.20 -0.94
H -2.176977 2.138246 -1.775974 0.07 0.29 -0.39
H 0.274915 0.503664 -4.512454 -0.05 -0.07 0.48
H 1.509212 1.484220 1.483417 2.03 0.41 0.46
C 1.266214 -2.535245 1.246395 0.82 0.23 1.42
H 1.393869 1.376527 -0.809305 0.56 0.46 -0.18
H 0.061253 2.371321 1.108488 0.10 -0.04 0.39
N 0.656362 0.949022 -0.300068 -0.21 -1.52 -0.14
H 0.004410 -4.120505 0.864860 -0.38 0.07 1.19
H 1.586458 0.852138 -3.435344 -0.86 0.16 0.42
C 0.244772 -3.529598 1.784807 -1.43 2.35 -1.04
C 0.562169 1.399823 1.060845 -1.17 0.03 -0.33
C -0.591227 0.872367 -1.080317 0.78 -0.71 0.87
C 0.467414 0.929938 -3.510250 0.75 -1.06 0.32
H -1.223187 0.279246 -0.419400 -0.44 -0.16 -0.35
H 0.120280 -0.864585 -2.209177 0.46 -1.25 0.21
H -1.671835 -3.493610 2.818999 0.01 0.24 -0.12
H 0.700693 -4.140253 2.502677 0.37 -1.04 1.27
C 0.000792 2.371526 -3.526363 -1.10 -0.32 -0.16
H -0.931408 2.466154 -4.093727 -0.57 -0.54 0.44
H 0.847803 3.330763 -1.796422 -1.31 -0.85 0.44
H 1.007979 -2.405075 0.226312 -0.15 1.27 -0.91
H -0.254915 -2.067291 4.093154 0.98 0.29 1.38
N 0.132413 -0.723115 2.490126 0.83 2.47 0.09
C -0.178284 3.015084 -2.169175 -0.26 1.20 -0.68
H -1.296254 0.022609 -2.886526 -0.20 -0.77 0.19
C -1.020584 -2.740513 2.345439 -1.41 -1.36 -1.01
C -0.318772 0.068104 -2.404118 -0.71 3.87 -0.92
C -1.202422 2.257962 -1.303574 1.43 0.33 0.99
H -1.588822 -2.340484 1.471639 0.35 -0.27 0.52
C -0.795727 -1.578267 3.327521 0.57 -0.30 -2.45
H 2.187656 -3.075565 1.232802 1.01 -0.24 -0.19
H -0.665105 3.956642 -2.371119 0.04 0.72 -0.11
H -1.719102 -1.060602 3.721593 1.32 -0.48 -0.90
H 2.072097 -0.487400 1.768793 0.60 0.50 -0.70

---

Entry 4:
92
Properties=species:S:1:pos:R:3:forces:R:3 method="wB97M-V/def2-TZVPD" homo_energy_ha=-0.1266 e_lumo_ev=1.5 orbital_gap_ha=0.1822 total_charge=-1 spin_multiplicity=1
H 0.967658 1.319866 -4.780503 -2.55 0.03 0.53
H 0.874720 -2.915964 2.459843 -0.18 0.01 -0.02
Br -5.071660 -4.797174 4.946887 -0.01 0.04 0.15
H 9.362971 0.397490 -4.772494 -0.17 0.09 0.07
H 4.835814 0.839455 4.150742 0.02 -0.31 -0.05
H -3.143320 0.600302 -5.418254 -1.56 -0.69 1.24
C -5.650656 0.581725 9.065463 0.21 0.16 -0.11
H -1.569446 -0.566164 -0.945144 -0.12 -0.47 -0.03
H 1.120660 5.955193 -2.435080 -0.17 0.24 0.02
H 3.138962 0.834434 -3.186112 0.05 -0.23 0.06
C -1.028709 -2.910035 1.449804 -0.14 -0.19 0.02
C -0.114519 7.733103 -2.758785 -0.06 -0.04 -0.32
H 4.606752 -1.770446 -2.363461 -0.13 0.28 -0.07
H -5.194405 -2.376251 5.429124 0.15 -0.08 0.11
C -5.497633 -0.861561 9.486176 -0.13 -0.08 0.21
H 2.145079 -6.538031 5.032629 0.01 0.30 0.02
C 8.071251 1.638288 -3.574006 -0.05 0.28 -0.04
H -0.639919 8.494874 -2.176361 0.18 -0.25 -0.04
H -0.769789 -2.535316 0.455650 -0.07 0.07 0.23
H -0.495169 -2.566030 3.544372 0.06 0.10 -0.37
H -3.661958 0.840277 -0.987990 -0.07 -0.20 -0.37
C 5.685526 -0.972127 3.263284 0.08 0.09 -0.16
H -4.635170 -1.356798 9.031802 -0.19 0.18 0.06
H -4.581338 0.626095 -7.843101 -0.22 0.05 0.03
Br 1.009249 3.967936 -5.565545 -0.86 -0.31 0.64
Br -5.372470 0.791220 7.146376 -0.08 -0.03 0.11
H -5.424765 -0.940309 10.573985 0.00 0.06 -0.18
Br 0.282036 -0.519594 2.338915 -0.01 -0.01 0.06
Br -2.577438 -4.167021 7.595699 0.01 0.01 -0.02
C 4.571342 -0.198157 3.928908 -0.25 -0.05 -0.15
Br -2.869010 -2.367942 1.801368 0.13 0.01 -0.02
H 0.480086 -0.112032 -2.761239 -1.52 1.99 -0.30
H 4.646383 0.298402 -3.971237 -0.30 -0.26 0.22
H -3.104913 -1.956177 6.624613 -0.10 -0.14 -0.10
Sb -2.118390 0.846864 -1.844330 1.62 1.27 1.41
H 0.438860 8.217782 -3.567300 -0.01 -0.11 0.15
H 5.533547 -2.054753 3.282817 -0.05 0.28 0.04
H -2.565686 2.259765 -2.787732 -0.19 0.21 -0.32
P -3.115945 -0.693319 -3.516497 -2.44 -2.21 -0.75
H -1.450479 1.846802 -0.557957 -0.05 0.17 0.06
H -0.847361 0.785583 -5.083614 1.17 1.32 1.29
H 5.815889 -0.646629 2.227959 -0.11 -0.02 0.18
H 1.843524 -5.497004 6.447334 0.07 0.05 -0.18
H -5.325317 -3.311479 6.940237 0.22 0.04 -0.19
Br 2.715087 -1.008637 -0.919048 0.11 -0.07 0.06
C -6.545187 0.972042 -8.660483 -0.08 -0.16 -0.01
C -0.097808 -2.422757 2.535841 0.18 0.12 -0.12
O -2.025755 -1.955458 -4.017832 -1.76 0.02 -1.66
Br 6.233215 2.290986 -3.600565 0.33 0.16 0.11
Br 7.400540 -0.622617 4.124481 -0.02 -0.09 0.01
H 8.688580 2.519700 -3.765986 -0.06 -0.18 -0.02
Br -0.051305 6.328764 -0.259615 0.05 -0.05 -0.13
C -5.487459 1.189604 -7.603424 0.17 0.01 0.00
H 8.266771 1.276818 -2.560758 -0.04 -0.01 -0.31
C -0.473571 3.066964 -4.506199 -1.59 -1.61 0.35
H -5.819237 0.923465 -6.596008 0.11 0.04 -0.26
C -0.140243 0.903971 -2.832745 2.55 0.62 -1.02
C 1.954797 -5.511991 5.359475 -0.17 0.03 0.16
H -2.680517 -3.109300 5.333774 -0.24 0.00 0.16
H 3.668739 -0.214014 3.311575 0.15 -0.05 0.05
Br -8.285080 1.620232 -8.062395 0.05 0.03 -0.11
C -3.283371 -2.962027 6.234148 0.05 0.19 0.10
H 4.949165 -0.198266 -1.597785 -0.08 -0.01 -0.17
H 7.853120 0.849746 -5.604286 0.05 0.01 0.31
H -0.560160 3.590801 -3.463402 0.33 -1.03 -2.16
H 3.940289 -4.684980 5.490346 -0.17 0.01 -0.05
H 1.690867 7.434170 -1.620491 -0.16 -0.04 -0.10
Br 7.534212 -1.127113 -4.108949 -0.04 0.12 -0.09
Br 4.046571 -1.025276 5.615521 0.08 0.15 0.02
C -0.156102 1.430122 -4.392131 1.68 0.48 0.50
H 2.711687 -3.489307 5.004385 0.02 -0.33 -0.02
H 0.517545 1.696210 -2.230619 -1.24 -1.48 -1.15
Br 3.524224 -4.830226 3.058416 -0.06 0.15 0.05
H -6.324504 1.476246 -9.605276 0.00 -0.07 0.29
C 0.805123 6.870221 -1.926207 0.13 0.07 0.24
H -4.882158 1.203247 9.533612 -0.11 -0.17 -0.04
H -2.623466 -2.619727 -4.513184 1.45 1.50 1.39
Br -1.476668 6.658163 -3.649936 0.02 0.15 0.15
C 4.206071 -0.774697 -2.154901 -0.02 0.08 0.20
Br 0.203735 -5.008052 4.663774 0.12 -0.32 0.10
H -6.688739 -0.095194 -8.848203 0.07 0.16 0.09
C 8.294644 0.589164 -4.638394 0.19 -0.20 0.02
H -1.478778 3.191721 -5.107948 2.21 0.16 1.22
O -3.857809 0.136421 -4.855536 3.01 0.26 -0.86
H -1.054044 -4.003112 1.425621 0.08 0.17 0.08
Br -7.072563 -1.907747 9.006403 0.13 0.01 -0.02
C -4.760121 -3.192795 6.011783 -0.09 0.02 -0.23
Br -4.922886 3.055550 -7.542830 -0.05 -0.09 0.05
C 3.775348 -0.029490 -3.396929 0.12 -0.14 -0.34
Br 2.778106 -1.189883 -4.606543 0.01 0.05 0.10
C 3.020236 -4.534851 4.919556 0.15 -0.09 0.02
H -6.635980 0.998044 9.292644 0.22 -0.22 -0.04

---

Entry 5:
8
Properties=species:S:1:pos:R:3:forces:R:3 method="wB97M-V/def2-TZVPD" homo_energy_ha=-0.3492 smiles=c1cocn1 e_lumo_ev=1.1 de_lowest_kcal_mol=9.6 orbital_gap_ha=0.3879 total_charge=0 spin_multiplicity=1
C -0.752880 -0.680274 -0.030017 -0.32 0.03 0.04
N 0.551218 -1.148213 0.034100 0.12 0.36 -0.24
C -0.751195 0.666349 0.041728 -0.31 -0.18 0.40
H -1.503266 1.417529 -0.145550 0.12 -0.02 0.49
O 0.533604 1.067492 0.275362 -0.41 0.19 -1.15
H 2.227512 0.113913 -0.244740 0.74 -0.31 0.94
H -1.593808 -1.341017 -0.166418 0.07 0.02 0.00
C 1.246862 -0.068084 0.150245 -0.01 -0.09 -0.48

---

Entry 6:
15
Properties=species:S:1:pos:R:3:forces:R:3 method="wB97M-V/def2-TZVPD" homo_energy_ha=-0.4655 e_lumo_ev=-4.0 de_lowest_kcal_mol=139.2 orbital_gap_ha=0.3202 total_charge=+1 spin_multiplicity=1
H -0.509495 1.872987 -0.238117 -0.36 0.16 -0.02
H -2.764227 0.865697 0.144831 0.12 -0.02 -0.06
H 1.488813 -1.388414 0.310799 0.07 0.03 0.15
H 2.504218 -0.292896 1.301945 0.05 -0.20 0.20
H -2.068908 -0.275544 1.309732 0.11 0.01 -0.10
C 3.247698 -0.325430 -0.311172 0.18 -0.64 -0.14
C -0.068545 0.892853 -0.147926 -0.01 -0.21 -0.09
N 1.084445 0.726362 0.235991 -0.09 0.63 -0.01
N -1.080455 -0.199141 -0.555903 0.59 -0.02 -0.18
C 1.956926 -0.397977 0.331034 0.11 -0.13 -0.26
H -1.318504 -0.058796 -1.544365 0.11 -0.14 0.11
H -0.650595 -1.126405 -0.460771 -0.08 0.22 -0.12
H -3.030234 -0.874235 -0.057177 0.15 0.02 -0.08
H 3.521546 0.699320 -0.579127 -0.24 0.29 0.12
C -2.312690 -0.118383 0.260222 -0.73 -0.01 0.50